Entry from OMol25: C24H31Cl2N4O2ReS2 as an isolated structure (wB97M-V/def2-TZVPD).

Structure (XYZ):
```
66
Properties=species:S:1:pos:R:3
Re 1.203 0.644 1.273
Cl -3.023 0.981 -5.648
Cl -2.609 -0.721 -0.529
S 3.198 -0.415 1.451
S 0.447 -1.392 0.641
O -0.507 2.304 -1.271
O 1.435 1.578 -0.427
N 1.826 2.499 2.394
N -1.541 0.296 -3.179
N 0.586 0.242 3.322
N -0.712 1.816 1.500
C 0.590 1.816 -1.432
C 4.202 -2.971 1.129
C 1.849 -1.053 -2.733
C -5.681 -0.440 -3.045
C -3.540 -0.461 -1.977
C 0.755 3.535 2.501
C 0.316 -2.882 -2.850
C -1.495 1.406 2.696
C -0.504 -0.617 -2.997
C 2.991 -2.087 1.031
C 2.269 2.020 3.726
C -0.902 0.161 3.339
C 1.157 1.180 4.335
C 0.808 -0.142 -2.855
C -0.735 -1.992 -2.986
C -3.735 0.317 -4.213
C -2.906 0.028 -3.122
C -5.100 0.098 -4.182
C 1.765 -2.521 0.688
C -0.368 3.262 1.517
C 1.620 -2.419 -2.735
C 1.441 -3.955 0.374
C 1.106 1.343 -2.770
C -4.899 -0.718 -1.937
H 0.348 1.810 4.702
H 0.630 1.924 -3.562
H -1.746 -2.361 -3.108
H -2.533 1.215 2.425
H -1.499 2.235 3.406
H 1.703 -4.607 1.210
H -5.337 -1.114 -1.031
H -1.305 1.151 -3.655
H 2.627 2.898 1.915
H 2.511 2.852 4.392
H 0.941 -0.691 3.513
H 1.169 4.527 2.320
H 4.149 -3.786 0.409
H -1.244 3.864 1.772
H 4.287 -3.413 2.125
H 1.996 -4.299 -0.500
H -5.694 0.337 -5.052
H -1.268 0.044 4.362
H 2.448 -3.111 -2.659
H 5.114 -2.406 0.941
H -1.244 1.654 0.645
H 2.182 1.490 -2.825
H 1.536 0.622 5.190
H -0.069 3.522 0.507
H 2.861 -0.676 -2.633
H 0.385 3.536 3.526
H 3.165 1.419 3.581
H -1.170 -0.726 2.768
H 0.380 -4.075 0.164
H 0.114 -3.945 -2.858
H -6.744 -0.631 -3.019
```

E_LUMO (alpha / beta): -3.79 / -3.27 eV
spin multiplicity: 2
charge: +1

natural (NBO) atomic charge list, values in e, 4 entries:
1. Re 0.8497
2. Cl 0.0211
3. Cl -0.0092
4. S 0.1240